(a)
ORCA calculation (ωB97M-V with the def2-TZVPD basis set) on a single C4H7ClN2S molecule.

Structure (ORCA input):
```
! RIJCOSX wB97M-V def2-TZVPD def2/J DEFGRID3
* xyz 0 1
C -1.00707 0.31536 -1.33791
C 0.73478 1.40534 -0.37678
C 0.93570 -0.79710 0.76566
C -0.42160 -0.61428 1.46786
H -0.37092 -0.48682 -1.28881
H -1.50142 0.49139 -2.20589
H -1.87630 0.12061 -0.67935
H 1.53511 2.14583 -0.09638
H 2.04061 -0.12154 -0.68881
H -1.02349 0.07856 0.73668
H -0.30601 -0.14469 2.54497
N -0.32582 1.51205 -1.09385
N 1.24890 0.11008 -0.10839
S 1.92946 -2.08081 1.06767
Cl -1.59192 -1.93397 1.29334
*
```

The calculation puts the HOMO energy at -8.63 eV. Its SMILES is C/N=C\NC(=S)CCl.

***

(b)
ORCA calculation (ωB97M-V with the def2-TZVPD basis set) on a single C4H7ClN2S molecule.

Structure (ORCA input):
```
! RIJCOSX wB97M-V def2-TZVPD def2/J DEFGRID3
* xyz 0 1
C 0.57243 1.54169 0.11486
C 1.28230 0.29891 0.14905
C -0.98923 -0.96818 0.72564
C 2.56441 0.28963 -0.24019
H 0.15883 1.69579 1.28083
H -0.25692 1.69942 -0.79334
H 1.43428 2.36266 -0.11718
H -1.66940 -1.00109 1.67650
H -3.09775 -1.67362 0.07591
H -3.02829 -1.03504 -1.74451
H 3.18078 1.00878 -0.70899
N -1.42394 -0.89494 -0.54049
N -2.80497 -0.96387 -0.68573
S 0.68407 -0.93344 1.14056
Cl 3.39339 -1.42670 -0.33293
*
```

The calculation puts the HOMO energy at -8.15 eV. Its SMILES is C/C(=C/Cl)S/C=N/N.

***

Decreasing stability: (a), (b)

***

(a)
ORCA calculation (ωB97M-V with the def2-TZVPD basis set) on a 3-piece molecular cluster, C7H20N2O overall.

Structure (ORCA input):
```
! RIJCOSX wB97M-V def2-TZVPD def2/J DEFGRID3
* xyz 0 1
C 1.07368 0.97107 1.89062
C -2.15058 0.05054 1.19723
C 0.74629 2.25776 1.20170
C -1.90558 -1.19638 2.03224
N 1.80492 0.11537 1.33682
O 0.57137 0.80106 3.13981
H -0.00726 1.52948 3.39404
H 0.89212 -0.72497 -0.33407
H 1.97344 -0.71501 1.90220
H -2.21330 0.93398 1.83115
H -3.08966 -0.03718 0.65412
H 1.30306 3.07014 1.67236
H 1.03537 2.19242 0.15793
H -0.31694 2.47653 1.27212
H -1.82518 -2.06425 1.38398
H -0.98485 -1.10823 2.59754
H -2.72141 -1.36539 2.73750
C 0.18536 -0.77201 -2.25094
C 1.36174 -1.45981 -2.95581
C 0.28886 0.74334 -2.39694
N 0.08934 -1.09758 -0.83849
H -0.74954 -1.11138 -2.71826
H 0.07740 -2.10328 -0.70954
H -1.34826 0.16297 0.47402
H 1.38482 -1.19747 -4.01089
H 2.30093 -1.15128 -2.49917
H 1.27610 -2.54222 -2.87261
H 0.25345 1.02998 -3.44491
H 1.22821 1.09000 -1.97101
H -0.53392 1.22178 -1.87276
*
```

The calculation puts the HOMO energy at -8.79 eV. Its SMILES is [H]/N=C(/C)O.CC(C)N.CC.

***

(b)
ORCA calculation (ωB97M-V with the def2-TZVPD basis set) on a 3-piece molecular cluster, C7H20N2O overall.

Structure (ORCA input):
```
! RIJCOSX wB97M-V def2-TZVPD def2/J DEFGRID3
* xyz 0 1
C 2.28839 1.02168 -0.37305
C -2.53086 -0.44702 0.12673
C -2.46936 -1.71359 -0.72556
N 1.80842 1.61815 0.71484
N 3.58277 0.54935 -0.34714
O 1.69303 1.42145 -1.50379
H 1.92722 0.78780 -2.19863
H 0.82811 1.86071 0.72803
H 2.23977 1.38088 1.59429
H 3.27587 -0.46526 -0.06937
H 4.06283 0.72382 -1.22487
H -2.13489 -0.66325 1.12410
H -3.57384 -0.14101 0.26556
H -1.43843 -2.05578 -0.83447
H -2.87011 -1.53253 -1.72638
H -3.04707 -2.52337 -0.27566
C -1.74170 0.71334 -0.48165
C 1.57887 -1.31564 -0.10803
C -1.75586 1.96608 0.39405
C 0.98594 -1.44855 1.29477
H -0.71194 0.38921 -0.65197
H -2.15343 0.95529 -1.46710
H 2.19749 -2.19758 -0.33133
H 0.77686 -1.33622 -0.85848
H 1.77504 -1.51593 2.05294
H -2.77356 2.33320 0.54518
H -1.34734 1.75468 1.38825
H -1.18150 2.78038 -0.05639
H 0.37478 -0.57687 1.56340
H 0.33450 -2.32342 1.44172
*
```

The calculation puts the HOMO energy at -6.52 eV.

***

Decreasing stability: (a), (b)

***

(a)
ORCA calculation (ωB97M-V with the def2-TZVPD basis set) on C6H14NO as an isolated structure.

Structure (ORCA input):
```
! RIJCOSX wB97M-V def2-TZVPD def2/J DEFGRID3
* xyz -1 1
C 1.83666 0.73584 1.75112
N 1.33816 0.71203 0.36214
C -0.12554 0.43438 0.17420
C -0.27735 -0.63718 -0.80000
C 0.20023 -2.05427 -0.33961
C -0.11650 -3.12235 -1.24948
C -1.17701 1.91590 -0.40917
O -2.00098 2.40839 0.45139
H 1.50642 1.61273 2.39958
H 1.64836 -0.20196 2.28972
H 2.99020 0.71241 1.86375
H 1.47988 1.53719 -0.09349
H -0.52207 0.18244 1.21933
H 0.38843 -0.52134 -1.79709
H -1.31308 -0.52228 -0.98384
H 1.32211 -1.90192 -0.00556
H -0.24748 -2.25211 0.55037
H 0.16551 -4.19616 -0.81158
H 0.38334 -3.02525 -2.18687
H -1.14146 -3.22061 -1.40026
H -1.64905 1.28690 -1.29820
H -0.41330 2.62470 -0.65434
*
```

The calculation puts the HOMO energy at -2.21 eV.

***

(b)
ORCA calculation (ωB97M-V with the def2-TZVPD basis set) on C6H14NO as an isolated structure.

Structure (ORCA input):
```
! RIJCOSX wB97M-V def2-TZVPD def2/J DEFGRID3
* xyz -1 1
C 0.79251 -0.67513 0.64357
C 0.76779 -1.50356 -0.61411
C 2.06859 -1.48436 -1.45749
O 2.94917 -2.42522 -1.07001
C -0.09793 -0.27029 -0.51700
N -1.34762 1.42788 1.25956
C -2.57121 1.91068 1.13690
C -2.86289 3.17837 0.21578
H 1.72109 -0.13096 0.70917
H 0.13939 -0.68572 1.50804
H 2.55372 -2.89384 1.70540
H 0.53624 -2.56706 -0.47026
H 1.82656 -1.51423 -2.57662
H 2.42019 -0.43018 -1.34053
H -1.15715 -0.35032 -0.33671
H 0.19425 0.50725 -1.21036
H 2.28703 -3.43924 2.14163
H -1.48272 2.42081 1.65910
H -3.48159 1.59044 1.68169
H -3.51207 3.86085 0.84958
H -1.88653 3.61734 0.06447
H -3.31998 2.86135 -0.70242
*
```

The calculation puts the HOMO energy at -2.01 eV.

***

(c)
ORCA calculation (ωB97M-V with the def2-TZVPD basis set) on C6H14NO as an isolated structure.

Structure (ORCA input):
```
! RIJCOSX wB97M-V def2-TZVPD def2/J DEFGRID3
* xyz -1 1
C 1.23311 -0.09057 -1.13421
C 1.17549 -1.10305 -0.02478
C -1.11270 0.45836 0.23636
C -1.87788 1.05841 -0.80656
C -3.55364 0.92735 -0.16728
N 1.54035 -0.69914 1.23254
C 3.24781 -0.92879 1.41138
O 4.08047 -0.80138 0.44581
H 0.28019 -0.13365 -1.66259
H 1.93469 -0.45501 -1.93610
H 1.45495 0.89852 -0.77334
H 1.40597 -2.15607 -0.25681
H -1.03772 -0.61115 0.36986
H -0.56049 1.17027 0.87624
H -1.96405 0.49368 -1.77794
H -1.71151 2.10684 -1.10424
H -3.59866 1.20456 0.88797
H -4.49573 1.15968 -0.68898
H -3.57993 -0.16763 -0.13797
H 0.70154 -0.17954 0.87024
H 3.12412 -1.93428 1.89965
H 3.31362 -0.21742 2.24076
*
```

The calculation puts the HOMO energy at -1.86 eV.

***

Decreasing stability: (a), (b), (c)

***

(a)
ORCA calculation (ωB97M-V with the def2-TZVPD basis set) on a single C7H12N2 molecule.

Structure (ORCA input):
```
! RIJCOSX wB97M-V def2-TZVPD def2/J DEFGRID3
* xyz 0 1
C -0.40429 -1.31933 -1.67351
C -0.76771 -1.35621 0.64369
C -0.22704 -0.10855 1.24285
C 0.17325 1.88959 0.89928
C 0.96173 0.69817 0.61854
C 1.15660 0.51173 -0.85937
C 0.84850 -0.37734 -1.78262
H -0.95073 -1.12468 -2.57838
H 0.07663 -2.33434 -1.46665
H -1.73488 -0.16351 -0.63528
H -1.44095 -1.84711 1.34940
H 0.17028 -1.91831 0.57044
H 0.15812 -0.35817 2.20125
H -1.74608 1.32197 1.75741
H 0.05912 2.69614 0.19502
H 0.49020 2.26390 1.90726
H 2.04050 0.61746 1.11151
H 2.06025 1.15462 -1.13850
H 1.36009 -0.28135 -2.74345
N -1.32267 -1.03678 -0.65810
N -0.96092 1.07210 1.03920
*
```

The calculation puts the HOMO energy at -8.24 eV. Its SMILES is C1=C[C@H]2CN[C@H]2CNC1.

***

(b)
ORCA calculation (ωB97M-V with the def2-TZVPD basis set) on a single C7H12N2 molecule.

Structure (ORCA input):
```
! RIJCOSX wB97M-V def2-TZVPD def2/J DEFGRID3
* xyz 0 1
C -0.03222 -0.38656 -0.17504
C -1.25937 -0.50833 -0.04916
C 2.46181 -0.11282 -0.22236
C 2.84011 1.31304 -0.05662
C 3.62381 -1.05249 0.17004
C -3.53269 -1.32584 -0.09519
C -3.02348 1.17416 0.04176
N 1.27632 -0.61987 -0.16839
N -2.53963 -0.17972 -0.16566
H 2.26712 2.08790 -0.67610
H 2.68798 1.73461 0.92446
H 3.81064 1.59454 -0.11543
H 4.32455 -1.01715 -0.72004
H 3.34861 -2.00427 0.28365
H 4.22836 -0.71825 0.97384
H -4.28966 -0.91793 -0.74754
H -3.16514 -2.17911 -0.45065
H -3.74740 -1.43277 1.00030
H -3.97446 1.17453 -0.23043
H -3.01192 1.63853 1.00744
H -2.29334 1.73781 -0.52891
*
```

The calculation puts the HOMO energy at -7.23 eV. Its SMILES is CC(C)=NC#CN(C)C.

***

Decreasing stability: (a), (b)